<P>
The following is a quantum chemistry calculation of a single C3H4S2 molecule, from OMol25.

HOMO energy (alpha / beta)	-4.8 / -9.2	eV
multiplicity	3
Kohn-Sham gap (alpha / beta)	5.3 / 7.1	eV

Geometry as XYZ:
```
9
Properties=species:S:1:pos:R:3:lowdin_spin:R:1
C 0.0760 -1.3947 -1.2713 0.36
C -0.4695 -3.8270 -1.1908 0.14
C -0.3507 -2.6538 -1.0724 0.05
S -0.0603 -0.2109 0.3786 0.93
S 0.7582 1.3915 -0.1729 0.46
H 1.0768 -1.3173 -1.6803 0.01
H -0.7109 -1.0170 -1.9375 0.01
H -0.8858 -4.7423 -1.2050 0.02
H 0.5662 1.7832 1.1022 0.03
```



<Q>
The following is a quantum chemistry calculation of a single C3H4S2 molecule, from OMol25.

HOMO energy (alpha / beta)	-4.7 / -9.2	eV
multiplicity	3
Kohn-Sham gap (alpha / beta)	5.1 / 6.3	eV

Geometry as XYZ:
```
9
Properties=species:S:1:pos:R:3:lowdin_spin:R:1
C -1.2116 0.4032 0.1403 0.23
C -0.5095 -0.5818 -0.2551 0.17
C 0.6414 -1.0931 -0.6322 0.30
S -0.1178 2.0253 0.3162 0.42
S 1.6602 1.4587 -0.2054 0.82
H -2.2341 0.5894 0.3734 0.00
H 0.8948 -1.1715 -1.6773 0.01
H 1.2530 -1.6597 0.0469 0.02
H -0.1224 1.9011 1.6893 0.03
```



Most stable: <P>. Least stable: <Q>.



<P>
The following is a quantum chemistry calculation of a gas-phase ion, C5H9N (charge -1), from OMol25.

HOMO energy (alpha / beta)	0.2 / -2.6	eV
net charge	-1
multiplicity	2
Kohn-Sham gap (alpha / beta)	4.1 / 6.8	eV

Geometry as XYZ:
```
15
Properties=species:S:1:pos:R:3:lowdin_spin:R:1
C -1.6016 1.3667 -1.0175 0.01
N -1.2361 0.0333 -0.5126 0.03
C 0.1456 -0.1077 -0.1238 0.11
C 1.1562 0.5027 -0.8070 0.16
C 1.5688 -1.3370 1.4817 0.39
C 0.3153 -0.8063 1.1278 0.17
H -2.5834 1.2908 -1.5074 0.00
H -0.9637 1.6703 -1.8419 0.00
H -1.6091 2.1259 -0.2276 0.00
H -1.8132 -0.1084 0.3098 0.01
H 1.1467 0.6040 -1.8956 0.02
H 2.0849 0.8406 -0.3673 0.02
H 1.8142 -1.5467 2.5189 0.04
H 2.2458 -1.7683 0.7540 0.03
H -0.2631 -0.3730 1.9492 0.00
```



<Q>
The following is a quantum chemistry calculation of a gas-phase ion, C5H9N (charge -1), from OMol25.

HOMO energy (alpha / beta)	-0.5 / -1.2	eV
net charge	-1
multiplicity	2
Kohn-Sham gap (alpha / beta)	5.3 / 5.9	eV

Geometry as XYZ:
```
15
Properties=species:S:1:pos:R:3:lowdin_spin:R:1
C -0.3620 1.0283 -1.7563 0.06
N -0.1642 -2.0224 0.5267 0.07
C -0.3787 -0.6360 0.1993 0.33
C 0.1670 -0.2194 -1.0806 0.35
C 0.1838 1.5379 1.4182 0.03
C 0.5110 0.3001 0.9274 0.07
H 0.3112 1.8911 -1.7402 0.01
H -1.3249 1.2499 -1.3006 0.00
H -0.5333 0.7567 -2.8111 0.02
H -0.6536 -2.6430 -0.0999 0.01
H -0.3669 -2.2238 1.4938 0.00
H 1.0509 -0.6628 -1.5545 0.03
H 0.7975 2.0834 2.1302 0.00
H -0.8594 1.8420 1.3466 0.01
H 1.4170 -0.2388 1.2359 0.01
```



Most stable: <P>. Least stable: <Q>.



<P>
The following is a quantum chemistry calculation of a single C4H5ClOS molecule, from OMol25.

HOMO energy	-8.3	eV
SMILES string	O[C@]1(Cl)CC=CS1
Kohn-Sham gap	8.8	eV

Geometry as XYZ:
```
12
Properties=species:S:1:pos:R:3:nbo_charge:R:1
O -1.1377 -0.5863 1.5916 -0.69
C -0.9789 -0.3136 0.2356 0.28
Cl -2.4881 -0.5653 -0.7003 -0.03
C 0.2892 -0.8439 -0.2474 -0.55
C 1.3371 0.1331 -0.5581 -0.23
C 0.9642 1.4187 -0.4498 -0.34
S -0.6789 1.7866 0.0769 0.11
H -1.9296 -0.0165 1.8108 0.49
H 0.2661 -1.4414 -1.2077 0.25
H 0.5309 -1.5695 0.5890 0.26
H 2.3455 -0.3344 -0.6785 0.23
H 1.4802 2.3325 -0.4622 0.23
```



<Q>
The following is a quantum chemistry calculation of a single C4H5ClOS molecule, from OMol25.

HOMO energy (alpha / beta)	-8.8 / -8.8	eV
SMILES string	C=[S@](=O)(Cl)C1=CC1
Kohn-Sham gap (alpha / beta)	7.0 / 7.0	eV

Geometry as XYZ:
```
12
Properties=species:S:1:pos:R:3:nbo_charge:R:1
C -2.3000 -1.7307 -0.7077 -0.84
S -1.7057 -0.4315 0.1595 1.60
O -1.9447 -0.6867 1.5566 -0.88
Cl -3.0339 1.1928 -0.5243 -0.27
C 0.1628 0.6868 0.2690 -0.08
C 1.4705 0.5399 0.1318 -0.20
C 1.0127 1.4174 1.2585 -0.39
H -2.5088 -2.6079 -0.2513 0.24
H -1.8852 -1.7892 -1.6773 0.22
H 2.3049 0.0222 -0.1924 0.23
H 1.0179 0.9543 2.3291 0.19
H 1.0769 2.4838 1.2202 0.20
```



Most stable: <P>. Least stable: <Q>.



<P>
The following is a quantum chemistry calculation of 2 unconnected molecules or ions with the total composition C3H9S, from OMol25.

HOMO energy	-2.5	eV
net charge	-1
Kohn-Sham gap	6.5	eV

Geometry as XYZ:
```
13
Properties=species:S:1:pos:R:3:nbo_charge:R:1
S 0.4515 -1.2879 -2.7268 -1.06
H 0.5190 -0.8629 -3.9572 0.08
C 0.0828 0.9793 -0.3926 -0.65
C -0.6818 0.3679 0.7485 -0.39
C 0.1443 -0.6698 1.5675 -0.61
H -0.5028 1.0917 -1.3069 0.24
H 0.5810 1.9769 -0.1655 0.17
H 0.8249 0.3797 -0.8294 0.26
H -1.0894 1.2287 1.4361 0.17
H -1.5636 -0.2476 0.3457 0.21
H 1.0782 -0.3964 1.9413 0.19
H 0.4790 -1.3780 0.8736 0.22
H -0.3231 -1.1817 2.4658 0.18
```



<Q>
The following is a quantum chemistry calculation of 2 unconnected molecules or ions with the total composition C3H9S, from OMol25.

HOMO energy	-2.1	eV
net charge	-1
Kohn-Sham gap	6.3	eV

Geometry as XYZ:
```
13
Properties=species:S:1:pos:R:3:nbo_charge:R:1
C -1.3422 -2.0571 -0.0397 -0.60
C -0.3800 -2.0744 -1.2605 -0.62
H -0.8397 -1.8374 0.9465 0.23
H -2.1070 -1.2147 -0.3574 0.20
H -1.9945 -2.9264 -0.0490 0.17
H -0.9911 -2.3486 -2.0700 0.17
H 0.3161 -2.8933 -1.2977 0.17
H 0.0824 -1.0962 -1.3495 0.26
C 0.2274 2.2449 1.2583 -0.75
S 0.8629 0.9973 -0.0020 -0.76
H 0.0598 1.9056 2.2963 0.18
H -0.4957 2.8647 0.7041 0.19
H 1.1317 2.9088 1.4604 0.17
```



Most stable: <P>. Least stable: <Q>.